Entry 1:
Computed, not measured: the ion C3H2F5O4S with charge -1 at a distorted geometry, with ωB97M-V/def2-TZVPD.

Values from the calculation:
Relative energy (zero: lowest compared OMol25 entry of this formula, charge and spin): 0.000 eV
Total charge: -1
SMILES: O=S(=O)([O-])[C@@H](C(O)(F)F)C(F)(F)F
HOMO level: -5.5 eV
Orbital gap: 8.9 eV

The geometry in XYZ format:
```
15
C3H2F5O4S ωB97M-V/def2-TZVPD
C -0.2143 0.0466 -0.4074
C 0.9831 0.7097 0.1424
C 0.0928 -1.3991 -0.5803
O -2.1558 1.7725 0.0390
O -2.6470 -0.5004 0.5997
O -1.1837 0.8240 2.0259
O 2.0680 0.4556 -0.7126
F 0.8160 2.0598 0.0424
F 1.2579 0.4264 1.3923
F 1.0425 -1.6248 -1.4929
F -0.9121 -2.2360 -0.9978
F 0.4657 -1.9326 0.5829
S -1.7203 0.5780 0.7354
H -0.7383 0.4384 -1.2719
H 2.8455 0.3818 -0.0971
```

These are the natural (NBO) partial charges, in e, on atoms 1 to 8: -0.700, 0.894, 0.979, -1.019, -1.005, -0.994, -0.711, -0.344

---

Entry 2:
Computed, not measured: a cluster of 3 separate species, C22H56BN7O3P2 in total at a distorted geometry, with ωB97M-V/def2-TZVPD.

Values from the calculation:
SMILES: CN(C)P(=O)(N(C)C)N(C)C.CN(C)P(=O)(N(C)C)N(C)C.C=CCB(CCC(N)=O)CC(C)C
HOMO level: -8.1 eV
Orbital gap: 8.3 eV

The geometry in XYZ format:
```
91
C22H56BN7O3P2 ωB97M-V/def2-TZVPD
C -2.8422 -4.3434 3.4217
C -3.3677 -3.1133 3.1913
C -3.2352 -1.9976 4.2182
B -3.5316 -0.5743 3.5962
C -2.6053 0.0524 2.4838
C -1.1322 -0.4230 2.4686
C -0.1843 0.6628 2.9146
N 0.5832 0.4364 4.0380
O -0.0661 1.6820 2.2833
C -4.7798 0.2569 4.0780
C -6.1492 -0.4536 3.9322
C -6.2408 -1.3630 2.6923
C -7.2338 0.6267 3.8074
H -2.1002 -4.8083 2.7797
H -3.1294 -4.8860 4.3211
H -3.9089 -2.9343 2.2634
H -3.9213 -2.1850 5.0609
H -2.2335 -2.0873 4.6369
H -2.6050 1.1338 2.6562
H -3.0524 -0.0853 1.4955
H -0.8471 -0.6191 1.4319
H -0.9615 -1.3552 3.0076
H 0.2104 -0.2730 4.6535
H 0.7724 1.2970 4.5351
H -4.8012 1.2380 3.5981
H -4.6194 0.4243 5.1535
H -6.3858 -1.0329 4.8258
H -7.2749 -1.3664 2.3402
H -5.6369 -1.0079 1.8560
H -6.0237 -2.3973 2.9580
H -7.2938 1.2546 4.6976
H -8.2109 0.1496 3.6955
H -7.0698 1.2425 2.9218
O 2.8808 2.7223 -2.4570
P 1.8432 3.7781 -2.5714
N 2.7603 5.2167 -2.4299
C 2.2775 6.4797 -1.9185
C 3.8519 5.3599 -3.3866
N 0.8710 3.4540 -1.1740
C 0.8235 4.3751 -0.0487
C 1.0468 2.1020 -0.6451
N 0.5507 4.3451 -3.4707
C 0.8348 4.7602 -4.8430
C -0.7988 4.6307 -3.0171
H 1.5557 6.9896 -2.5771
H 3.1222 7.1569 -1.7844
H 1.8324 6.3828 -0.9347
H 3.5047 5.5948 -4.4021
H 4.4360 4.4410 -3.4321
H 4.5282 6.1571 -3.0758
H 1.8101 4.5440 0.4038
H 0.1649 3.9666 0.7196
H 0.3844 5.3350 -0.3250
H 1.9614 2.0057 -0.0483
H 1.0834 1.3704 -1.4504
H 0.2006 1.8391 -0.0130
H 1.0964 5.8233 -4.9039
H -0.0273 4.5901 -5.4884
H 1.6617 4.1840 -5.2613
H -0.8599 5.6148 -2.5416
H -1.1659 3.8752 -2.3313
H -1.4807 4.6334 -3.8708
O 3.6998 -5.2884 -0.2159
P 3.2420 -4.0747 -0.9353
N 1.5348 -4.1917 -0.8093
C 0.5786 -3.6504 -1.7489
C 1.0124 -4.2970 0.5476
N 3.8273 -4.3985 -2.5397
C 2.9123 -4.6674 -3.6352
C 4.8973 -5.3952 -2.5757
N 3.4039 -2.4241 -1.0908
C 3.0345 -1.6253 0.0750
C 3.7095 -1.6487 -2.2836
H 0.5163 -2.5498 -1.7494
H -0.4156 -4.0278 -1.5040
H 0.7647 -3.9813 -2.7644
H 1.0612 -3.3484 1.1011
H 1.5702 -5.0464 1.1092
H -0.0310 -4.6168 0.5300
H 2.2720 -5.5416 -3.4521
H 3.4856 -4.8525 -4.5463
H 2.2865 -3.8044 -3.8647
H 4.5188 -6.4205 -2.4928
H 5.6123 -5.2332 -1.7743
H 5.4364 -5.2982 -3.5218
H 1.9752 -1.3416 0.0453
H 3.6208 -0.7088 0.1371
H 3.2175 -2.1741 1.0009
H 2.8150 -1.4916 -2.8941
H 4.4819 -2.1147 -2.8855
H 4.0878 -0.6656 -1.9979
```

These are the Mulliken partial charges, in e, on atoms 1 to 8: -0.819, -0.109, -0.718, 0.124, -0.818, -0.142, 0.305, -0.515

---

Entry 3:
Computed, not measured: a structure of composition C23H29F5NO2P2Ru at a distorted geometry, with ωB97M-V/def2-TZVPD.

Values from the calculation:
<S²>: 6.0424
Total charge: +1
HOMO level (alpha / beta): -8.9 / -11.6 eV
Multiplicity: 5
Orbital gap (alpha / beta): 6.3 / 5.4 eV

The geometry in XYZ format:
```
63
C23H29F5NO2P2Ru ωB97M-V/def2-TZVPD
C 3.4656 -2.0911 1.0400
C 2.5650 -1.2309 0.4162
N 1.2485 -1.3715 0.5743
C 0.7601 -2.4695 1.1659
C 1.5993 -3.4126 1.7334
C 2.9845 -3.2175 1.6910
C 3.0355 -0.1032 -0.4598
P 1.7840 1.1862 -0.6722
Ru -0.1271 0.1541 -0.1188
P -1.6090 -1.6132 0.0014
C -0.7371 -2.6720 1.2255
C -1.2608 1.4952 -1.2854
C -1.4745 2.7845 -0.7829
C -2.3631 3.6467 -1.4493
C -2.9983 3.2239 -2.6245
C -2.7121 1.9658 -3.1560
C -1.8255 1.1136 -2.5027
O 3.3102 -1.3488 -2.6074
O 1.1261 -2.3052 -2.4585
H 4.5214 -1.8574 0.9471
H 1.1603 -4.2963 2.1979
H 3.6659 -3.9255 2.1403
C 2.0341 2.6075 0.4142
C 2.0537 1.8147 -2.3339
H -0.9822 -3.7268 1.0064
H -1.1338 -2.4266 2.2212
H 3.2129 -0.5985 -1.3929
H 3.9141 0.3629 -0.0191
C -3.2970 -1.3955 0.5481
C -1.6998 -2.6449 -1.4824
H -0.9582 3.1091 0.1195
H -2.5640 4.6381 -1.0299
H -3.7073 3.8884 -3.1218
H -3.1807 1.6468 -4.0825
H -1.5652 0.1452 -2.9227
H 0.7627 -0.9327 -1.8254
H 0.9859 -2.7244 -3.3234
H 2.3031 -1.9452 -2.5209
H 4.1625 -1.8023 -2.5931
H -0.1771 -0.7510 -1.5809
H 3.0527 2.9976 0.3275
H 1.3380 3.4059 0.1380
H 1.8356 2.3500 1.4569
H 2.9340 2.4736 -2.3339
H 2.2334 0.9516 -2.9850
H 1.1746 2.3693 -2.6634
H -2.1727 -3.5989 -1.2269
H -2.2999 -2.1088 -2.2261
H -0.6689 -2.7951 -1.8838
H -3.7769 -2.3758 0.6901
H -3.3105 -0.8243 1.4860
H -3.8232 -0.8222 -0.2238
F -2.9870 1.4910 1.2890
C -2.0068 1.3681 2.2321
C -0.7332 0.8876 1.8810
C 0.1624 0.8743 2.9612
F 1.4612 0.4705 2.7698
C -0.1715 1.2282 4.2761
F 0.7501 1.1423 5.2574
C -1.4572 1.6712 4.5647
F -1.8008 2.0148 5.8217
C -2.3805 1.7427 3.5250
F -3.6353 2.1663 3.7705
```

These are the natural (NBO) partial charges, in e, on atoms 1 to 8: -0.244, 0.324, -0.518, 0.243, -0.199, -0.112, -0.859, 1.221

---

Entry 4:
Computed, not measured: a structure of composition C36H54FP3RuSi at a distorted geometry, with ωB97M-V/def2-TZVPD.

Values from the calculation:
Relative energy (zero: lowest compared OMol25 entry of this formula, charge and spin): 1.086 eV
<S²>: 0.7928
Total charge: +1
HOMO level (alpha / beta): -10.6 / -10.9 eV
Multiplicity: 2
Orbital gap (alpha / beta): 6.7 / 7.5 eV

The geometry in XYZ format:
```
96
C36H54FP3RuSi ωB97M-V/def2-TZVPD
Ru 0.1267 0.1319 -0.8635
C 0.5344 3.5915 1.0668
C -0.3847 3.6847 -0.1533
C -1.3533 4.8545 -0.0041
P -1.2437 2.0466 -0.3827
C -2.5563 2.3938 -1.6298
C -1.8909 2.7911 -2.9493
C -3.4339 1.1575 -1.8120
C -2.0529 1.7722 1.2177
C -3.2432 2.3938 1.5894
C -3.7482 2.2455 2.8713
C -3.0561 1.4786 3.8001
C -1.8853 0.8407 3.4304
C -1.3577 0.9761 2.1393
Si 0.0855 -0.1113 1.5893
C 0.1220 -1.9915 1.6940
C 0.6045 -2.5907 2.8684
C 0.4614 -3.9453 3.0961
C -0.2010 -4.7360 2.1637
C -0.6929 -4.1645 1.0024
C -0.5312 -2.8020 0.7502
P -1.0865 -1.9872 -0.7787
C -2.9451 -2.1353 -0.7214
C -3.5147 -3.5373 -0.9337
C -3.4134 -1.5655 0.6189
C -0.4466 -2.8878 -2.2791
C -1.2510 -2.4456 -3.5008
C -0.2964 -4.4038 -2.1887
C 1.7365 0.5030 2.2925
C 1.9358 0.8024 3.6402
C 3.1874 1.1745 4.1083
C 4.2597 1.2539 3.2298
C 4.0766 0.9770 1.8847
C 2.8167 0.6156 1.4090
P 2.4971 0.3238 -0.3604
C 3.4194 1.6634 -1.2908
C 3.3810 3.0445 -0.6362
C 2.8612 1.7757 -2.7134
C 3.5700 -1.1598 -0.7172
C 3.6684 -1.4506 -2.2158
C 3.0663 -2.3858 0.0377
H 1.1716 4.4749 1.1266
H 1.1727 2.7099 1.0203
H -0.0560 3.5368 1.9826
H 0.2167 3.8245 -1.0576
H -2.0240 4.6978 0.8418
H -1.9434 5.0295 -0.9029
H -0.7785 5.7605 0.1925
H -3.1577 3.2205 -1.2475
H -1.1631 2.0348 -3.2550
H -1.3806 3.7526 -2.8744
H -2.6421 2.8724 -3.7359
H -2.8298 0.3477 -2.2249
H -4.2454 1.3686 -2.5097
H -3.8708 0.8313 -0.8667
H -3.7884 2.9928 0.8704
H -4.6734 2.7317 3.1502
H -3.4473 1.3619 4.8028
H -1.3683 0.2091 4.1453
H 1.1261 -1.9749 3.5937
H 0.8571 -4.3948 3.9981
H -0.3249 -5.7966 2.3378
H -1.2051 -4.7903 0.2858
H -3.3095 -1.4958 -1.5264
H -3.2444 -4.2084 -0.1185
H -3.2034 -3.9774 -1.8791
H -4.6037 -3.4628 -0.9501
H -3.1189 -2.2237 1.4382
H -4.5012 -1.4790 0.6294
H -2.9916 -0.5778 0.8093
H 0.5597 -2.4640 -2.3817
H -2.2599 -2.8602 -3.4923
H -0.7540 -2.7919 -4.4074
H -1.3117 -1.3582 -3.5557
H -1.2591 -4.9108 -2.1250
H 0.3199 -4.7007 -1.3418
H 0.2044 -4.7540 -3.0929
H 1.0987 0.7450 4.3277
H 3.3282 1.3992 5.1577
H 5.2374 1.5407 3.5945
H 4.9162 1.0490 1.2023
H 4.4563 1.3128 -1.3252
H 2.4230 3.5287 -0.8255
H 4.1584 3.6681 -1.0806
H 3.5491 3.0170 0.4380
H 1.8223 2.1058 -2.6831
H 2.8826 0.8350 -3.2561
H 3.4376 2.5093 -3.2805
H 4.5546 -0.8860 -0.3258
H 2.6799 -1.4514 -2.6820
H 4.1126 -2.4351 -2.3713
H 4.2932 -0.7241 -2.7324
H 2.0877 -2.6936 -0.3345
H 2.9812 -2.1962 1.1072
H 3.7579 -3.2177 -0.1063
F 0.2253 0.1651 -2.8728
```

These are the Mulliken partial charges, in e, on atoms 1 to 8: -1.125, -1.998, 0.913, -1.654, 2.061, 0.206, -1.662, -1.192

---

Q: Which formula does entry 4 have?
A: C36H54FP3RuSi